Record 1
ORCA calculation (the ωB97M-V functional and the def2-TZVPD basis) on a cluster of 2 separate species, C6H16N in total in a non-equilibrium geometry.

Its energy is -292.59133 hartree. For the largest force on an atom, the calculation gives 3.80 eV/Å. The energy relative to the best compared isomer or geometry (same formula, charge and spin) is 83.4 kcal/mol. Its net charge is +1. The calculation puts the frontier orbital gap at 8.91 eV.

Structure (XYZ):
```
23
C6H16N (the ωB97M-V functional and the def2-TZVPD basis)
N 0.7702 0.8261 -3.8421
C -0.3985 0.1040 -0.3079
C 0.2936 -0.5164 1.1782
C -0.8597 -2.3717 -0.4332
C 0.7605 1.9794 1.8380
C -0.9183 -1.0411 0.3136
C 0.0465 0.6734 2.1648
H 1.6480 0.6683 -4.3195
H 1.4582 1.9342 0.9951
H -0.4780 -3.1799 0.2185
H -0.0644 -2.3008 -1.2078
H 0.3994 0.1088 -1.0955
H 1.2849 2.4861 2.6419
H -1.0374 0.8200 2.3013
H 1.3107 -0.4655 0.8026
H 0.2866 0.2445 -4.5304
H 0.2167 -1.3446 2.0195
H -1.0284 0.9718 -0.2777
H -1.8432 -2.5215 -0.8766
H 0.0122 2.7036 1.5119
H 0.2734 0.2932 3.1596
H 0.3708 1.7519 -3.9809
H -1.7288 -1.0010 1.0378
```

Record 2
ORCA calculation (the ωB97M-V functional and the def2-TZVPD basis) on a cluster of 2 separate species, C6H16N in total in a non-equilibrium geometry.

Its energy is -292.59054 hartree. For the largest force on an atom, the calculation gives 3.15 eV/Å. The energy relative to the best compared isomer or geometry (same formula, charge and spin) is 83.9 kcal/mol. Its net charge is +1. The calculation puts the frontier orbital gap at 7.53 eV.

Structure (XYZ):
```
23
C6H16N (the ωB97M-V functional and the def2-TZVPD basis)
N -1.6299 0.0022 1.4405
C -2.5226 -0.1923 -0.8071
C -1.4580 0.5259 0.0741
C 1.1492 0.5911 0.1519
C -0.1102 0.3312 -0.4944
C 1.8214 1.8259 -0.5129
C 2.1192 -0.6265 -0.0398
H -1.4254 0.6645 2.1783
H -0.1172 0.3514 -1.5890
H 1.6121 -1.5390 0.2703
H 1.0363 0.7643 1.2229
H -3.5064 -0.0136 -0.3948
H -2.3880 0.1311 -1.8358
H 1.9216 1.6149 -1.5797
H -1.6650 1.6039 0.0602
H -2.3337 -1.2611 -0.7018
H 1.2218 2.7237 -0.3846
H -0.3189 -3.7495 1.3675
H 3.0564 -0.4802 0.4870
H -0.9764 -0.7531 1.5409
H 2.8089 1.9922 -0.0936
H -0.6625 -3.7702 0.7375
H 2.3672 -0.7367 -1.0978
```

Record 3
ORCA calculation (the ωB97M-V functional and the def2-TZVPD basis) on a structure of composition C6H16N in a non-equilibrium geometry.

Its energy is -292.53674 hartree. For the largest force on an atom, the calculation gives 6.08 eV/Å. The energy relative to the best compared isomer or geometry (same formula, charge and spin) is 117.7 kcal/mol. Its net charge is +1. The calculation puts the frontier orbital gap at 7.44 eV.

Structure (XYZ):
```
23
C6H16N (the ωB97M-V functional and the def2-TZVPD basis)
N 1.5828 1.6861 -0.9611
C 1.1702 0.3511 -0.6244
C -2.2189 1.2196 0.2599
C 0.0076 0.0450 0.1955
C 2.4974 -0.3626 -0.2190
C -1.2986 0.1570 -0.4973
C -2.1301 -1.1224 -0.6009
H 0.9126 -0.2235 -1.5803
H 3.2433 -0.3362 -1.0350
H 2.8498 0.1180 0.7370
H -1.7229 2.1140 0.6414
H 0.0886 0.2498 1.2856
H 0.9611 2.1158 -1.6703
H 1.4399 2.2358 -0.1378
H 1.9587 -2.2208 3.5656
H -2.9081 -1.0546 -1.4308
H 2.1038 -2.7735 3.0211
H -1.1482 0.4573 -1.5248
H 2.1933 -1.3427 0.1398
H -2.6819 -1.3663 0.3440
H -1.3903 -2.0232 -0.9201
H -2.3784 0.7204 1.2451
H -3.1315 1.3559 -0.2331
```

Record 4
ORCA calculation (the ωB97M-V functional and the def2-TZVPD basis) on a cluster of 2 separate species, C6H16N2 in total in a non-equilibrium geometry.

Its energy is -347.39732 hartree. For the largest force on an atom, the calculation gives 5.51 eV/Å. The energy relative to the best compared isomer or geometry (same formula, charge and spin) is 205.5 kcal/mol. The calculation puts the frontier orbital gap at 3.08 eV.

Structure (XYZ):
```
24
C6H16N2 (the ωB97M-V functional and the def2-TZVPD basis)
N 2.4023 0.2472 -1.1686
N -2.4838 -0.0654 0.9657
C -1.2395 -0.0920 1.7159
C -2.3651 0.3891 -0.4298
C -1.7615 1.8540 -0.6813
C -1.7279 -0.7019 -1.2999
C 3.2928 -0.9209 0.7380
C 2.1117 -0.4388 0.0022
H 3.2234 -0.2184 -1.5192
H -1.1725 2.1003 0.2007
H -3.4459 0.4942 -0.7472
H -0.6858 0.8798 1.9638
H -1.5321 -0.3835 2.7444
H 3.9227 -0.1081 1.1969
H 1.5211 0.1546 0.6665
H -1.1016 1.9587 -1.5272
H -0.7095 -0.8123 -0.9455
H -2.1355 -1.7316 -1.1917
H 4.0580 -1.2126 -0.2056
H -1.8535 -0.3400 -2.3780
H 3.0801 -1.5742 1.5202
H -0.3683 -0.8124 1.2949
H -2.5446 2.6670 -0.6908
H 1.5151 -1.3329 -0.2243
```